Below is a structure of composition C64H126F12N14O30S12 in a non-equilibrium geometry, with properties calculated with ωB97M-V/def2-TZVPD.

## Properties
Gap between HOMO and LUMO   0.21232 Eh
LUMO energy   -6.39 eV
Charge   +2
Energy   -313298.0628 eV
Relative energy (zero: lowest compared OMol25 entry of this formula, charge and spin)   0.000 eV

XYZ file:
```
258
Properties=species:S:1:pos:R:3:mulliken_charge:R:1
C -7.164 -0.964 0.148 -2.35
C -7.425 -0.709 -1.281 2.54
C -8.345 -1.812 -1.879 -1.22
C -9.807 -1.721 -1.456 -0.68
C -10.262 -0.316 -1.683 -1.18
C -9.594 0.823 -1.043 1.41
N -8.139 0.747 -1.339 0.87
O -7.509 1.622 -1.678 -0.32
C -9.721 0.933 0.488 -1.45
C -10.102 2.074 -1.651 -2.20
C -6.159 -0.636 -2.067 -2.87
H -8.090 -1.071 0.758 0.37
H -6.615 -0.212 0.725 0.67
H -6.613 -1.945 0.212 0.34
H -7.769 -2.726 -1.696 0.53
H -8.395 -1.647 -2.987 0.37
H -9.949 -2.106 -0.387 0.30
H -10.343 -2.450 -2.053 0.50
H -11.322 -0.204 -1.426 0.50
H -10.190 -0.312 -2.772 0.38
H -9.234 0.135 1.001 0.27
H -10.740 0.984 0.844 0.41
H -9.360 1.819 0.903 0.53
H -9.769 2.987 -1.258 0.51
H -11.148 2.124 -1.443 0.50
H -10.044 2.169 -2.717 0.51
H -5.490 0.068 -1.604 0.36
H -6.242 -0.315 -3.051 0.90
H -5.560 -1.541 -2.093 0.65
C -0.294 3.384 3.565 -2.19
C 0.639 3.965 4.619 1.98
C 2.097 4.192 4.045 -0.92
C 2.931 5.189 4.826 -0.94
C 2.272 6.502 4.813 -1.23
C 0.886 6.477 5.454 1.16
N 0.185 5.308 4.959 1.31
O -1.075 5.498 4.671 -0.41
C 0.150 7.778 5.160 -1.76
C 0.899 6.237 6.977 -1.61
C 0.744 3.028 5.905 -1.37
H 0.099 2.420 3.267 0.00
H -0.240 3.908 2.607 0.10
H -1.348 3.246 3.816 0.78
H 2.009 4.499 2.992 0.34
H 2.580 3.222 4.110 0.18
H 3.809 5.269 4.171 0.49
H 3.211 4.783 5.804 0.37
H 2.176 6.756 3.765 0.48
H 2.656 7.440 5.277 0.52
H -0.270 7.663 4.156 0.37
H 0.818 8.585 5.302 0.47
H -0.654 7.980 5.846 0.42
H 1.359 7.109 7.372 0.49
H 1.548 5.443 7.365 0.30
H -0.089 6.189 7.407 0.44
H 1.633 3.254 6.520 0.39
H 0.763 2.023 5.538 -0.08
H -0.233 3.048 6.395 0.57
C 4.067 -9.462 -3.405 -1.70
C 3.739 -8.077 -3.854 1.34
C 2.424 -7.605 -3.169 -1.24
C 2.381 -7.185 -1.724 -0.89
C 3.522 -6.123 -1.552 -0.75
C 4.896 -6.580 -1.912 1.79
N 4.873 -7.190 -3.344 1.16
O 5.918 -7.034 -3.987 -0.39
C 5.319 -7.701 -0.980 -1.92
C 5.949 -5.484 -1.929 -1.51
C 3.610 -7.874 -5.339 -1.46
H 5.017 -9.852 -3.796 0.37
H 3.390 -10.156 -3.854 0.48
H 4.000 -9.638 -2.323 0.32
H 1.682 -8.371 -3.435 0.58
H 2.208 -6.670 -3.693 0.46
H 2.398 -8.052 -1.068 0.50
H 1.490 -6.618 -1.532 0.32
H 3.638 -5.663 -0.552 0.70
H 3.175 -5.295 -2.180 -0.50
H 5.992 -8.412 -1.367 0.38
H 4.475 -8.344 -0.718 0.34
H 5.790 -7.201 -0.159 0.50
H 5.880 -5.000 -0.951 0.52
H 5.718 -4.809 -2.736 0.04
H 6.965 -5.873 -1.998 0.44
H 4.407 -8.325 -5.894 0.44
H 3.656 -6.777 -5.604 0.22
H 2.570 -8.203 -5.621 0.35
C -2.394 6.998 -2.389 -1.57
C -1.915 6.199 -1.209 1.61
C -2.500 6.704 0.073 -0.57
C -3.962 6.522 0.230 -0.80
C -4.301 5.011 0.305 -0.99
C -3.880 4.286 -1.024 2.14
N -2.502 4.640 -1.300 0.51
O -1.784 3.838 -1.438 0.24
C -4.841 4.514 -2.264 -1.46
C -3.970 2.803 -0.727 -1.45
C -0.397 6.058 -1.151 -2.13
H -3.379 6.764 -2.763 0.34
H -1.696 6.947 -3.280 0.33
H -2.439 8.024 -2.107 0.49
H -2.139 7.766 0.156 0.47
H -1.906 6.155 0.869 -0.08
H -4.467 7.048 -0.610 0.30
H -4.280 7.062 1.139 0.45
H -5.395 4.882 0.470 0.44
H -3.871 4.498 1.195 0.24
H -5.554 3.762 -2.380 0.38
H -4.232 4.399 -3.154 0.27
H -5.369 5.503 -2.283 0.34
H -4.978 2.723 -0.223 0.59
H -3.231 2.364 -0.098 -0.09
H -3.939 2.122 -1.621 -0.31
H -0.020 7.061 -1.155 0.58
H 0.087 5.513 -1.954 0.50
H -0.039 5.545 -0.228 0.15
C 8.312 2.710 -3.331 -1.53
C 6.818 2.392 -3.597 -0.34
N 6.590 0.998 -4.241 0.47
C 7.219 0.959 -5.639 -0.95
C 7.306 -0.099 -3.481 -0.41
C 6.861 -0.067 -2.016 -1.04
C 5.139 0.653 -4.349 0.08
C 4.349 1.503 -5.345 -0.26
O 4.681 1.260 -6.687 -0.42
C 3.636 1.791 -7.431 -0.68
H 8.312 3.742 -2.918 0.44
H 8.869 2.772 -4.241 0.40
H 8.797 2.092 -2.591 0.30
H 6.329 3.181 -4.174 0.46
H 6.384 2.317 -2.613 0.33
H 6.844 1.764 -6.301 0.32
H 7.040 0.028 -6.186 0.17
H 8.269 1.117 -5.440 0.65
H 8.337 0.236 -3.567 0.62
H 7.127 -0.988 -4.100 0.52
H 5.794 -0.369 -1.945 0.02
H 7.040 0.916 -1.650 0.32
H 7.412 -0.750 -1.399 0.53
H 4.737 0.908 -3.363 0.02
H 5.098 -0.433 -4.520 -0.04
H 4.516 2.547 -5.057 0.10
H 3.305 1.226 -5.188 0.31
H 2.711 1.275 -7.162 0.24
H 3.775 1.558 -8.502 0.32
H 3.568 2.878 -7.253 0.33
C 0.865 0.422 -3.896 0.76
C 0.509 -0.680 -2.890 0.79
N 0.767 -0.274 -1.430 1.35
C 2.196 0.083 -1.215 -1.01
C -0.144 0.914 -1.144 1.27
C -0.250 1.211 0.325 0.04
C 0.475 -1.472 -0.502 -1.28
C -0.850 -2.265 -0.601 -0.30
O -2.030 -1.600 -0.307 0.77
C -3.208 -2.217 -0.764 -0.66
H -0.034 1.068 -4.045 -1.42
H 1.138 -0.139 -4.782 0.73
H 1.690 1.099 -3.525 -0.52
H 1.084 -1.592 -3.115 -0.57
H -0.572 -0.928 -2.929 0.27
H 2.380 0.291 -0.203 0.40
H 2.435 0.976 -1.767 -0.17
H 2.837 -0.668 -1.609 0.23
H -1.094 0.540 -1.530 -0.55
H 0.183 1.680 -1.861 0.77
H -1.009 0.658 0.889 -0.06
H -0.459 2.283 0.419 -0.34
H 0.739 1.050 0.829 -0.47
H 0.706 -1.088 0.508 0.10
H 1.164 -2.274 -0.762 0.23
H -0.631 -3.026 0.161 -0.20
H -1.020 -2.789 -1.588 0.43
H -3.955 -1.924 0.023 0.19
H -3.215 -3.326 -0.835 -0.11
H -3.524 -1.766 -1.693 0.26
C 3.261 -1.657 9.986 -0.89
N 2.169 -2.020 8.963 0.14
C 2.482 -2.884 7.993 -0.47
C 1.572 -3.327 7.044 -0.64
C 0.318 -2.740 7.018 0.78
C -0.022 -1.920 8.125 -0.67
C 0.890 -1.627 9.079 -0.54
C -0.654 -2.889 5.890 2.02
C -0.607 -3.938 5.011 -0.72
C -1.375 -4.037 3.925 -1.00
N -2.197 -3.000 3.686 0.36
C -2.306 -1.916 4.503 -1.19
C -1.610 -1.887 5.664 0.07
C -2.968 -2.890 2.409 -0.21
H 3.174 -0.638 10.304 0.35
H 4.317 -1.870 9.611 0.29
H 3.113 -2.329 10.808 0.40
H 3.470 -3.268 7.998 0.45
H 1.902 -4.122 6.406 0.38
H -0.993 -1.471 8.215 0.66
H 0.584 -1.047 9.941 0.48
H 0.156 -4.697 5.177 0.47
H -1.314 -4.798 3.145 0.98
H -2.956 -1.106 4.181 0.73
H -1.596 -0.999 6.303 -0.61
H -2.714 -3.757 1.762 -0.21
H -2.721 -1.901 1.978 0.07
H -4.022 -2.983 2.700 0.35
N -2.220 2.189 -3.878 -0.04
S -1.740 3.329 -4.953 0.87
O -2.272 3.311 -6.354 -0.69
O -0.354 3.418 -4.763 -0.52
F -2.145 4.593 -4.217 -0.04
S -3.076 0.900 -4.187 0.85
O -2.652 0.227 -2.985 -0.77
O -3.247 0.238 -5.423 -0.68
F -4.592 1.214 -3.901 -0.17
N 4.364 -4.166 -4.491 -0.17
S 2.910 -3.251 -4.410 0.89
O 1.690 -3.996 -4.542 -0.70
O 2.975 -1.980 -4.962 -0.28
F 2.987 -3.159 -2.780 -0.12
S 5.386 -3.693 -5.597 0.79
O 6.054 -2.483 -5.265 -0.52
O 4.828 -3.841 -6.888 -0.64
F 6.390 -4.857 -5.381 -0.21
N 0.982 -1.628 2.879 0.06
S 0.733 -0.177 3.764 0.81
O 1.664 0.791 3.316 -0.65
O 0.494 -0.272 5.148 -0.45
F -0.626 0.161 3.011 0.39
S 2.279 -2.568 3.091 0.62
O 2.179 -3.710 2.201 -0.43
O 2.544 -2.612 4.500 -0.52
F 3.504 -1.811 2.481 -0.25
N -1.431 -7.519 -0.114 -0.38
S -1.364 -6.020 0.186 0.89
O -0.212 -5.389 -0.344 -0.31
O -1.680 -5.643 1.522 -0.92
F -2.563 -5.408 -0.591 -0.30
S -2.088 -8.661 0.682 1.08
O -1.907 -8.558 2.042 -0.54
O -1.767 -9.888 0.031 -0.60
F -3.619 -8.459 0.478 -0.25
N -3.662 1.081 5.185 0.15
S -3.356 1.500 6.582 0.85
O -4.237 2.517 7.146 -0.63
O -1.875 1.664 6.757 -0.48
F -3.544 0.116 7.419 -0.30
S -4.126 1.512 3.814 1.06
O -4.664 2.800 3.609 -0.73
O -4.786 0.466 3.205 -0.60
F -2.998 1.603 2.801 -0.16
N 4.242 4.021 -0.979 -0.32
S 4.099 4.128 0.604 1.12
O 3.651 5.386 1.049 -0.59
O 5.207 3.471 1.210 -0.64
F 2.778 3.142 0.958 -0.11
S 2.899 4.228 -1.863 1.05
O 2.574 5.600 -1.996 -0.62
O 1.935 3.264 -1.779 -0.18
F 3.742 3.906 -3.350 -0.48
```